1.
{
  "formula": "C24H86N6O16",
  "method": "the ωB97M-V functional and the def2-TZVPD basis",
  "species": ["C", "C", "C", "O", "C", "N", "H", "H", "H", "H", "H", "H", "H", "H", "H", "H", "H", "C", "C", "C", "O", "C", "N", "H", "H", "H", "H", "H", "H", "H", "H", "H", "H", "H", "C", "C", "C", "O", "C", "N", "H", "H", "H", "H", "H", "H", "H", "H", "H", "H", "H", "C", "C", "C", "O", "C", "N", "H", "H", "H", "H", "H", "H", "H", "H", "H", "H", "H", "C", "C", "C", "O", "C", "N", "H", "H", "H", "H", "H", "H", "H", "H", "H", "H", "H", "C", "C", "C", "O", "C", "N", "H", "H", "H", "H", "H", "H", "H", "H", "H", "H", "H", "O", "H", "H", "O", "H", "H", "O", "H", "H", "O", "H", "H", "O", "H", "H", "O", "H", "H", "O", "H", "H", "O", "H", "H", "O", "H", "H", "O", "H", "H"],
  "xyz": [[4.35, -1.11, -5.16], [3.05, -0.82, -4.47], [1.89, -1.46, -5.20], [1.76, -1.11, -6.55], [0.74, -1.78, -7.29], [3.16, -1.19, -3.12], [4.34, -0.51, -6.08], [4.55, -2.15, -5.39], [5.29, -0.90, -4.66], [2.89, 0.25, -4.60], [0.98, -1.35, -4.61], [1.98, -2.55, -5.13], [0.68, -1.58, -8.36], [-0.21, -1.64, -6.78], [0.90, -2.86, -7.27], [2.97, -2.18, -3.02], [2.37, -0.82, -2.60], [-3.07, 3.77, 3.84], [-3.48, 3.70, 5.29], [-2.29, 3.17, 6.21], [-2.60, 2.94, 7.59], [-1.47, 2.53, 8.33], [-3.99, 4.96, 5.71], [-2.26, 4.46, 3.59], [-3.89, 4.22, 3.28], [-2.92, 2.81, 3.34], [-4.28, 2.96, 5.38], [-1.32, 3.65, 6.12], [-2.11, 2.16, 5.84], [-1.08, 1.60, 7.90], [-1.86, 2.22, 9.30], [-0.71, 3.29, 8.52], [-4.07, 4.94, 6.72], [-3.31, 5.62, 5.37], [2.49, 2.10, 0.19], [1.54, 1.07, -0.35], [0.13, 0.95, 0.34], [0.20, 0.76, 1.78], [-1.09, 0.80, 2.34], [1.32, 1.23, -1.85], [2.00, 2.73, 0.93], [2.95, 2.68, -0.60], [3.36, 1.66, 0.68], [1.97, 0.09, -0.13], [-0.33, 0.06, -0.08], [-0.43, 1.81, -0.02], [-1.65, -0.12, 2.14], [-1.60, 1.61, 1.81], [-0.86, 0.99, 3.39], [0.95, 2.15, -2.03], [0.64, 0.53, -2.11], [2.53, -7.35, -1.37], [1.77, -6.00, -1.40], [2.70, -4.84, -1.37], [2.03, -3.53, -1.56], [1.40, -3.09, -0.38], [0.89, -5.99, -2.54], [3.37, -7.34, -2.06], [1.90, -8.19, -1.66], [3.07, -7.35, -0.43], [1.06, -5.93, -0.58], [3.46, -4.81, -2.15], [3.24, -4.89, -0.42], [1.62, -2.03, -0.26], [1.80, -3.54, 0.53], [0.36, -3.29, -0.61], [1.40, -6.37, -3.33], [0.83, -4.99, -2.70], [-3.12, -1.62, 5.07], [-4.00, -2.84, 4.83], [-4.62, -3.29, 6.21], [-5.29, -4.51, 5.98], [-5.62, -5.20, 7.17], [-5.00, -2.50, 3.85], [-3.76, -0.74, 5.16], [-2.44, -1.55, 4.22], [-2.53, -1.65, 5.99], [-3.39, -3.63, 4.40], [-5.40, -2.69, 6.69], [-3.83, -3.48, 6.93], [-6.03, -6.19, 6.98], [-6.44, -4.60, 7.56], [-4.79, -5.37, 7.87], [-4.61, -2.78, 2.96], [-5.72, -3.20, 3.96], [-0.56, 1.59, -5.07], [-1.94, 0.81, -4.99], [-2.88, 1.37, -3.86], [-2.48, 0.76, -2.59], [-3.27, 1.20, -1.56], [-2.57, 0.92, -6.29], [0.06, 1.17, -5.87], [-0.08, 1.41, -4.11], [-0.79, 2.65, -5.20], [-1.73, -0.22, -4.69], [-3.92, 1.07, -3.95], [-2.93, 2.45, -3.78], [-2.93, 0.69, -0.66], [-4.33, 1.10, -1.78], [-2.96, 2.22, -1.33], [-3.31, 0.23, -6.33], [-1.92, 0.57, -6.98], [-0.38, -0.99, -2.47], [-1.05, -0.31, -2.37], [-0.88, -1.80, -2.59], [0.25, 3.67, 3.30], [0.02, 4.52, 2.95], [0.54, 3.16, 2.54], [3.98, 1.44, -2.42], [3.07, 1.58, -2.16], [4.00, 0.53, -2.74], [6.19, 2.53, -0.09], [5.77, 3.38, 0.07], [6.10, 2.39, -1.03], [-1.01, 4.30, 0.03], [-0.41, 4.80, 0.58], [-0.48, 4.07, -0.74], [2.14, -1.18, 2.20], [1.69, -0.35, 2.05], [2.40, -1.14, 3.12], [3.04, 5.43, -1.47], [3.43, 5.58, -0.61], [3.76, 5.08, -2.00], [5.07, 3.86, -2.45], [5.38, 4.18, -3.30], [4.72, 2.99, -2.62], [0.39, 4.19, -2.36], [1.26, 4.56, -2.25], [0.08, 4.54, -3.20], [4.81, -0.95, -0.76], [4.86, -0.01, -0.59], [4.44, -1.01, -1.64]],
  "multiplicity": 1,
  "homo_lumo_gap_ev": 9.1,
  "homo_ev": -8.97
}

2.
{
  "formula": "C3H6",
  "method": "the ωB97M-V functional and the def2-TZVPD basis",
  "species": ["C", "C", "C", "H", "H", "H", "H", "H", "H"],
  "xyz": [[0.33, 0.77, 0.31], [-0.68, -0.33, 0.42], [0.38, -0.40, -0.77], [1.10, 0.61, 1.08], [0.05, 1.93, 0.26], [-1.70, -0.10, 0.16], [-0.68, -1.23, 1.06], [1.22, -1.06, -0.53], [-0.14, -0.37, -1.76]],
  "multiplicity": 1,
  "homo_lumo_gap_ev": 11.4,
  "homo_ev": -10.01,
  "smiles": "C1CC1"
}

3.
{
  "formula": "CH4NO3Sn",
  "method": "the ωB97M-V functional and the def2-TZVPD basis",
  "species": ["Sn", "O", "H", "C", "N", "O", "O", "H", "H", "H"],
  "xyz": [[2.46, 1.78, 0.46], [1.35, 2.64, 2.86], [1.17, 1.78, 3.27], [-0.63, -1.53, -0.92], [-0.86, -0.05, -0.90], [-1.61, 0.38, -1.71], [-0.15, 0.60, -0.13], [-0.33, -2.02, 0.00], [0.14, -1.57, -1.69], [-1.55, -2.01, -1.24]],
  "multiplicity": 1,
  "homo_lumo_gap_ev": 6.8,
  "total_charge": 1,
  "homo_ev": -14.04
}

4.
{
  "formula": "C27H28IN3O2Ru",
  "method": "the ωB97M-V functional and the def2-TZVPD basis",
  "species": ["C", "C", "H", "H", "H", "H", "H", "H", "C", "C", "C", "C", "H", "H", "H", "H", "N", "C", "C", "N", "C", "C", "C", "H", "H", "C", "H", "H", "Ru", "I", "C", "C", "C", "C", "C", "C", "N", "C", "C", "C", "C", "C", "C", "C", "O", "O", "C", "C", "H", "H", "H", "H", "H", "H", "H", "H", "H", "H", "H", "H", "H", "H"],
  "xyz": [[-0.99, -0.93, -3.25], [-2.12, -0.17, -2.69], [-0.83, -0.76, -4.31], [-1.10, -2.01, -3.10], [-0.06, -0.65, -2.72], [-1.78, 0.62, -2.00], [-2.73, 0.31, -3.47], [-2.79, -0.83, -2.12], [3.78, 0.09, 0.98], [4.93, 0.82, 0.71], [5.08, 2.10, 1.27], [4.03, 2.65, 1.99], [3.55, -0.91, 0.62], [5.70, 0.38, 0.09], [6.01, 2.65, 1.13], [4.05, 3.65, 2.42], [2.77, 0.64, 1.69], [2.85, 1.91, 2.17], [1.58, 2.41, 2.63], [0.56, 1.53, 2.46], [-0.73, 1.89, 2.65], [0.00, 4.11, 3.20], [-1.03, 3.20, 2.99], [-1.44, 1.08, 2.48], [-2.08, 3.47, 3.06], [1.32, 3.73, 3.01], [2.17, 4.39, 3.10], [-0.23, 5.13, 3.49], [0.89, -0.15, 1.32], [0.53, 1.02, -0.79], [-2.94, -3.00, -5.16], [-3.67, -2.91, -3.84], [-4.81, -2.10, -3.76], [-5.46, -1.89, -2.54], [-4.95, -2.46, -1.39], [-3.75, -3.21, -1.43], [-3.07, -3.32, -0.22], [-2.14, -4.26, 0.24], [-2.30, -5.63, 0.00], [-1.28, -6.52, 0.35], [-0.15, -6.06, 1.03], [-0.05, -4.71, 1.38], [-1.03, -3.80, 0.99], [-0.85, -2.32, 1.24], [-1.74, -1.47, 1.04], [0.36, -2.00, 1.67], [-3.18, -3.56, -2.69], [-2.04, -4.51, -2.80], [-1.94, -2.54, -5.10], [-2.83, -4.04, -5.48], [-3.50, -2.46, -5.93], [-5.17, -1.62, -4.68], [-6.34, -1.25, -2.50], [-5.44, -2.33, -0.42], [-3.16, -2.52, 0.41], [-3.21, -5.98, -0.50], [-1.38, -7.58, 0.09], [0.65, -6.74, 1.30], [0.80, -4.34, 1.96], [-1.26, -4.32, -2.04], [-2.39, -5.54, -2.65], [-1.56, -4.47, -3.78]],
  "multiplicity": 5,
  "homo_lumo_gap_ev": [6.7, 6.2],
  "total_charge": 2,
  "homo_ev": [-13.68, -14.22],
  "s_squared": 6.059
}

5.
{
  "formula": "C38H37BaN9O4S",
  "method": "the ωB97M-V functional and the def2-TZVPD basis",
  "species": ["Ba", "C", "C", "N", "N", "C", "O", "C", "C", "C", "C", "C", "C", "C", "C", "C", "C", "C", "N", "H", "H", "H", "H", "H", "H", "H", "H", "H", "H", "H", "H", "C", "O", "C", "O", "N", "N", "H", "H", "H", "H", "H", "H", "N", "C", "S", "C", "C", "C", "N", "C", "C", "H", "H", "H", "H", "H", "H", "C", "C", "C", "C", "C", "C", "C", "C", "C", "C", "H", "H", "H", "H", "H", "H", "H", "N", "C", "O", "C", "C", "C", "N", "C", "C", "H", "H", "H", "H", "H", "H"],
  "xyz": [[12.55, 15.47, 12.84], [16.62, 14.35, 9.71], [15.27, 14.62, 10.32], [15.09, 14.99, 11.59], [16.20, 15.44, 12.18], [16.25, 15.51, 13.48], [15.16, 15.03, 14.20], [17.53, 15.77, 14.09], [18.49, 16.44, 13.32], [19.84, 16.35, 13.64], [20.28, 15.65, 14.76], [19.30, 15.06, 15.61], [17.96, 15.20, 15.29], [14.11, 14.50, 9.50], [14.17, 13.73, 8.26], [13.08, 13.75, 7.40], [12.00, 14.54, 7.78], [11.90, 14.98, 9.05], [12.87, 14.86, 9.97], [16.91, 13.31, 9.90], [17.38, 15.02, 10.18], [16.67, 14.47, 8.61], [18.20, 17.03, 12.46], [20.58, 16.87, 12.96], [21.31, 15.49, 14.98], [19.52, 14.48, 16.50], [17.27, 14.83, 16.09], [15.11, 13.23, 7.94], [12.98, 13.14, 6.47], [11.23, 14.78, 7.02], [10.99, 15.52, 9.36], [7.40, 17.75, 14.32], [8.30, 17.02, 13.40], [9.50, 16.57, 13.79], [10.07, 15.74, 13.05], [10.04, 17.09, 14.93], [11.24, 16.40, 15.39], [8.01, 18.34, 15.02], [6.65, 17.04, 14.76], [6.72, 18.44, 13.77], [9.37, 17.32, 15.68], [11.04, 15.39, 15.57], [11.52, 16.75, 16.33], [12.86, 22.93, 10.95], [13.71, 22.20, 11.72], [15.20, 22.80, 12.15], [13.18, 20.90, 12.15], [13.99, 20.09, 12.97], [13.57, 18.77, 13.19], [12.35, 18.30, 12.79], [11.55, 19.12, 12.17], [11.92, 20.39, 11.74], [13.24, 23.84, 10.69], [12.12, 22.47, 10.43], [14.87, 20.53, 13.34], [14.26, 18.07, 13.72], [10.51, 18.85, 12.02], [11.14, 20.97, 11.29], [13.70, 12.16, 18.14], [14.21, 11.84, 16.82], [14.70, 12.82, 16.00], [14.68, 14.16, 16.42], [14.97, 15.28, 15.57], [15.02, 16.55, 16.02], [14.43, 16.88, 17.29], [14.07, 15.84, 18.13], [14.18, 14.50, 17.73], [13.64, 13.49, 18.56], [13.28, 11.42, 18.78], [14.28, 10.79, 16.52], [15.18, 12.61, 15.06], [15.41, 17.36, 15.33], [14.38, 17.91, 17.66], [13.56, 16.09, 19.05], [13.10, 13.83, 19.47], [9.75, 9.23, 15.93], [10.84, 9.21, 15.07], [11.47, 8.20, 14.93], [11.08, 10.50, 14.39], [10.14, 11.49, 14.30], [10.53, 12.72, 13.72], [11.77, 12.93, 13.25], [12.59, 11.86, 13.13], [12.27, 10.59, 13.63], [9.62, 8.43, 16.54], [9.64, 10.20, 16.37], [9.11, 11.37, 14.62], [9.83, 13.57, 13.65], [13.49, 12.04, 12.51], [13.00, 9.75, 13.59]],
  "multiplicity": 1,
  "homo_lumo_gap_ev": [2.7, 3.8],
  "homo_ev": [-3.94, -4.98]
}

6.
{
  "formula": "C26H40As2BBr2KN6",
  "method": "the ωB97M-V functional and the def2-TZVPD basis",
  "species": ["K", "C", "C", "C", "C", "C", "N", "N", "B", "N", "N", "C", "C", "C", "C", "C", "N", "N", "C", "C", "C", "C", "C", "H", "H", "H", "H", "H", "H", "H", "H", "H", "H", "H", "H", "H", "H", "H", "H", "H", "H", "H", "H", "H", "H", "Br", "C", "Br", "H", "H", "C", "As", "C", "C", "C", "C", "C", "C", "C", "As", "C", "C", "H", "H", "H", "H", "H", "H", "H", "H", "H", "H", "H", "H", "H", "H", "H", "H"],
  "xyz": [[1.27, -0.07, 0.32], [4.38, -2.81, 0.27], [3.20, -2.98, -0.64], [2.96, -4.04, -1.50], [1.76, -3.74, -2.12], [1.08, -4.57, -3.15], [1.34, -2.56, -1.63], [2.22, -2.09, -0.73], [0.03, -1.85, -2.07], [-1.00, -1.82, -0.93], [-0.80, -1.29, 0.29], [-1.86, -1.56, 1.03], [-1.99, -1.14, 2.45], [-2.79, -2.28, 0.28], [-2.21, -2.43, -0.97], [-2.81, -3.10, -2.15], [0.32, -0.44, -2.63], [0.83, 0.58, -1.92], [0.99, 1.60, -2.75], [1.60, 2.89, -2.31], [0.55, 1.25, -4.03], [0.14, -0.06, -3.91], [-0.40, -0.93, -5.00], [5.17, -3.49, -0.04], [4.75, -1.79, 0.24], [4.10, -3.07, 1.29], [3.57, -4.91, -1.66], [1.67, -5.47, -3.33], [0.09, -4.88, -2.82], [0.97, -4.03, -4.08], [-0.43, -2.49, -2.94], [-1.03, -0.78, 2.83], [-2.73, -0.34, 2.55], [-2.32, -1.97, 3.07], [-3.75, -2.65, 0.59], [-3.83, -3.41, -1.92], [-2.84, -2.42, -3.00], [-2.25, -3.98, -2.44], [1.81, 2.85, -1.24], [2.53, 3.05, -2.85], [0.94, 3.73, -2.52], [0.55, 1.85, -4.91], [-0.45, -0.37, -5.93], [0.25, -1.79, -5.15], [-1.39, -1.29, -4.76], [4.01, 1.01, 1.57], [4.08, -0.30, 2.99], [2.47, -1.37, 3.11], [4.20, 0.23, 3.93], [4.91, -0.97, 2.79], [-1.27, 4.08, -0.32], [-0.92, 2.17, 0.08], [-2.26, 1.47, -1.14], [-1.90, 2.24, 1.77], [-3.26, 2.53, 1.82], [-3.93, 2.62, 3.03], [-3.23, 2.44, 4.21], [-1.87, 2.18, 4.17], [-1.19, 2.09, 2.96], [0.70, 1.72, 2.82], [1.19, 1.59, 4.73], [1.31, 3.57, 2.58], [-2.32, 4.30, -0.13], [-1.05, 4.29, -1.36], [-0.66, 4.73, 0.31], [-3.19, 2.03, -1.12], [-2.46, 0.43, -0.91], [-1.85, 1.52, -2.15], [-3.81, 2.68, 0.90], [-4.99, 2.83, 3.05], [-3.74, 2.50, 5.16], [-1.34, 2.04, 5.10], [0.89, 2.49, 5.28], [2.28, 1.48, 4.84], [0.71, 0.71, 5.17], [0.79, 4.24, 3.26], [1.12, 3.89, 1.55], [2.39, 3.64, 2.76]],
  "multiplicity": 1,
  "homo_lumo_gap_ev": 8.0,
  "homo_ev": -7.94
}

7.
{
  "formula": "C3H4N2O",
  "method": "the ωB97M-V functional and the def2-TZVPD basis",
  "species": ["N", "C", "N", "C", "C", "O", "H", "H", "H", "H"],
  "xyz": [[-1.19, 1.00, 1.37], [-0.23, 0.34, 0.68], [-0.63, 0.04, -0.63], [0.31, -0.62, -1.23], [1.49, -1.22, -0.92], [0.88, 0.02, 1.14], [-2.09, 1.11, 0.94], [-1.10, 1.18, 2.36], [0.17, -0.99, -2.27], [2.39, -0.87, -1.43]],
  "multiplicity": 1,
  "homo_lumo_gap_ev": 8.5,
  "homo_ev": -9.24
}

8.
{
  "formula": "C3H7BNO3",
  "method": "the ωB97M-V functional and the def2-TZVPD basis",
  "species": ["B", "C", "C", "C", "N", "O", "O", "O", "H", "H", "H", "H", "H", "H", "H"],
  "xyz": [[0.13, 0.67, 0.32], [3.41, 1.52, 1.21], [-0.63, -1.31, 1.16], [-1.61, -0.37, -0.82], [-1.08, -1.52, -0.15], [2.83, 0.60, 0.81], [0.36, -0.15, 1.25], [-0.64, 0.82, -0.69], [4.07, 1.22, 1.97], [3.28, 2.55, 0.87], [-1.33, -1.12, 2.01], [-0.08, -2.17, 1.50], [-1.56, -0.45, -1.91], [-2.57, -0.05, -0.49], [-0.31, -1.92, -0.62]],
  "multiplicity": 1,
  "homo_lumo_gap_ev": 8.5,
  "total_charge": 1,
  "homo_ev": -13.98
}

9.
{
  "formula": "C4H12NO3",
  "method": "the ωB97M-V functional and the def2-TZVPD basis",
  "species": ["O", "C", "C", "N", "C", "C", "O", "H", "H", "H", "H", "H", "H", "H", "H", "H", "H", "H", "H", "O"],
  "xyz": [[0.77, -1.14, -2.52], [-0.40, -0.60, -2.42], [-0.70, 0.30, -1.23], [0.23, 0.24, -0.06], [-0.51, -0.04, 1.25], [-0.33, -1.48, 1.67], [-1.29, -0.83, -3.25], [0.79, -2.04, -2.88], [-1.70, 0.03, -0.89], [-0.87, 1.31, -1.61], [0.78, 1.13, 0.00], [0.95, -0.47, -0.22], [-0.08, 0.68, 1.94], [-1.58, 0.16, 1.22], [-1.03, -2.14, 1.16], [0.69, -1.90, 1.63], [-0.47, -1.61, 2.75], [2.15, 2.58, 1.67], [1.28, 3.30, 0.60], [1.33, 2.53, 1.18]],
  "multiplicity": 2,
  "homo_lumo_gap_ev": [9.8, 5.1],
  "total_charge": 2,
  "homo_ev": [-19.47, -19.46],
  "s_squared": 0.756
}

The records above give, respectively, F_max values of 2.76, 3.05, 3.97, 2.80, 3.13, 2.12, 0.60, 6.47, 1.58 eV Å⁻¹.
The records above give, respectively, ΔE to the lowest compared entry with this formula, charge and spin values of 2.8728, 1.0133, 2.3918, 0.0000, 2.5041, 1.1535, 3.6657, 0.6957, 1.2196 eV.